Entry 1:
Computed, not measured: a cluster of 2 separate species, C3H9N2 in total, with ωB97M-V/def2-TZVPD.

Geometry as XYZ:
```
14
Properties=species:S:1:pos:R:3:forces:R:3:lowdin_charge:R:1
C -0.8427 -1.6387 0.0980 1.1 1.2 0.4 -0.37
C 1.2815 2.1068 0.0781 1.5 0.7 4.0 -0.09
C -0.0904 1.8191 0.2771 0.6 0.0 -2.1 0.23
N -0.9681 -2.9357 -0.1049 -1.6 2.6 2.2 0.17
N 0.0261 -0.8445 -0.3843 0.9 2.0 -1.8 0.09
H -1.4751 -1.1926 0.8369 -0.6 -0.1 0.5 0.12
H 1.5088 3.2233 0.0838 -0.6 -1.0 -0.5 0.17
H 1.9209 1.7428 0.9531 -0.8 0.3 -1.2 0.14
H 1.5112 1.6028 -0.7854 1.3 -0.5 -2.5 0.06
H -0.7156 1.9901 -0.5778 -0.6 -0.3 -0.1 0.10
H -0.4999 1.6800 1.2082 -1.1 -0.6 2.0 0.08
H -1.8114 -3.1575 0.3731 -0.4 -2.3 -0.6 0.12
H -0.3867 -3.2549 -0.7939 0.8 -2.3 -1.9 0.09
H 0.5414 -1.1410 -1.2619 -0.6 0.2 1.6 0.10
```
Positions in Å, forces in eV/Å.

Relative energy (zero: lowest compared OMol25 entry of this formula, charge and spin) (kJ/mol): 383.3
Total energy (eV): -6227.0754
Spin multiplicity: 1
Orbital gap (eV): 7.4
Highest occupied orbital energy (eV): -13.822
Charge: +1



Entry 2:
Computed, not measured: a cluster of 2 separate species, C3H9N2 in total, with ωB97M-V/def2-TZVPD.

Geometry as XYZ:
```
14
Properties=species:S:1:pos:R:3:forces:R:3:lowdin_charge:R:1
C 0.4004 -1.1864 0.7030 0.0 0.2 0.0 -0.13
C -0.0426 -2.0025 -0.2335 0.0 -0.1 0.0 0.11
C 0.7061 1.0811 1.3638 0.0 0.0 -0.1 0.16
N 0.2627 0.2218 0.5398 -0.1 -0.2 0.1 0.01
H 0.8736 -1.4788 1.6289 0.0 -0.1 0.0 0.13
H -0.5120 -1.6289 -1.1314 0.0 0.0 -0.1 0.07
H 0.0479 -3.0721 -0.1248 0.0 0.0 0.0 0.09
H 0.5367 2.1297 1.1532 0.0 0.0 0.1 0.12
H 1.2460 0.7660 2.2490 0.0 0.0 0.0 0.12
H -0.2742 0.5735 -0.3153 0.0 0.0 -0.2 0.09
N -0.9818 1.3316 -1.7116 0.0 0.1 0.0 0.04
H -0.4175 2.1518 -1.9185 0.0 0.0 -0.1 0.06
H -0.9836 0.7736 -2.5628 0.0 0.0 0.1 0.06
H -1.9301 1.6833 -1.6111 0.0 -0.1 0.1 0.06
```
Positions in Å, forces in eV/Å.

Relative energy (zero: lowest compared OMol25 entry of this formula, charge and spin) (kJ/mol): 113.4
Total energy (eV): -6229.8727
Spin multiplicity: 1
Orbital gap (eV): 10.0
Highest occupied orbital energy (eV): -14.833
Charge: +1